(1)
The following is a DFT calculation (ωB97M-V/def2-TZVPD) of the ion C4H13N2S with charge +2.

Each line ends with the Löwdin spin population.
Cartesian coordinates (Å):
N  2.01992  -0.46530  -0.35322  0.0046
C  0.44777  -0.32861  -0.43447  0.0209
C  -0.26327  1.04737  -0.30690  0.0832
S  0.77330  2.55859  -0.47943  0.8045
C  -0.05269  -1.20692  0.69131  0.0010
N  -1.51730  -1.35755  0.41306  0.0088
C  -2.48360  -2.45584  0.69049  0.0016
H  2.38081  -1.00234  -1.13835  0.0002
H  2.13129  0.52471  -0.16529  0.0066
H  2.31858  -1.04828  0.43595  0.0003
H  0.22757  -0.69898  -1.43878  0.0022
H  -0.72197  1.14895  0.68762  0.0339
H  -1.14159  0.99763  -0.99711  0.0002
H  1.85727  2.43534  0.35021  0.0275
H  0.09881  -0.84534  1.69594  0.0007
H  0.49001  -2.16374  0.46122  0.0010
H  -1.91694  -0.56840  0.94928  0.0015
H  -2.26848  -2.98467  1.61279  0.0001
H  -3.40931  -1.87812  0.96656  0.0001
H  -2.70323  -3.01485  -0.20920  0.0010

Its expectation value of S² is 0.7534. Its spin multiplicity is 2. Its total charge is +2. For the LUMO energy (spin up / spin down), the calculation gives -8.4 / -13.6 eV.

(2)
The following is a DFT calculation (ωB97M-V/def2-TZVPD) of a cluster of 2 separate species, C4H13N2S2 in total.

Each line ends with the natural charge from an NBO analysis.
Cartesian coordinates (Å):
C  -1.69640  0.06549  -1.88121  -0.7385
S  -2.02229  -0.13393  -0.07944  0.0852
S  -0.47893  0.95326  0.83849  0.0372
C  -1.25295  2.58108  0.94357  -0.7681
H  -1.86678  1.12723  -2.21187  0.2397
H  -0.71461  -0.31776  -2.09822  0.2032
H  -2.49318  -0.59978  -2.32703  0.2519
H  -1.67472  2.68773  1.98519  0.2451
H  -0.42869  3.36676  0.80327  0.2441
H  -2.05335  2.78140  0.16674  0.2536
C  3.09880  -0.06342  -1.09926  -0.4249
N  1.97184  -0.57843  -0.36694  -0.5211
C  2.03116  -1.71345  0.29034  0.4022
N  1.02362  -2.27042  0.93496  -0.7231
H  3.91884  0.09257  -0.39911  0.2298
H  2.79130  0.85807  -1.55640  0.2392
H  3.41627  -0.74170  -1.91016  0.2237
H  1.01184  -0.21518  -0.50640  0.4311
H  2.95918  -2.26073  0.34214  0.2214
H  0.07233  -1.91161  0.81120  0.4261
H  1.02917  -3.25255  1.25910  0.4419

Its total charge is +1. For the LUMO energy, the calculation gives -3.3 eV.

Calculated energy, -18152.0025, -29003.3823 eV (same order as the records).